71
Properties=species:S:1:pos:R:3:forces:R:3:mulliken_charge:R:1 method="wB97M-V/def2-TZVPD" homo_ev=-10.2 lumo_energy_ev=-4.43 homo_lumo_gap_ev=5.79 de_lowest_kj_mol=0.0 total_charge=+1
C 4.74654 3.10639 -2.92042 0.039 -0.236 -0.223 -1.175
C 4.11171 1.81343 -3.46260 -0.221 0.710 -0.360 -0.619
P 2.60851 1.40202 -2.49748 0.269 -0.274 0.965 0.239
C 1.73715 0.05934 -3.39920 -0.257 0.364 -0.331 -1.100
C 1.52052 2.85501 -2.87114 -0.105 -0.037 -0.289 -0.315
C 1.61276 3.55750 -4.05217 -0.114 0.087 0.195 -0.261
N 0.81743 4.61503 -4.30762 0.082 -0.020 -0.035 0.028
C -0.12790 5.03178 -3.44717 -0.110 -0.033 0.052 -0.474
C -0.29683 4.37241 -2.26259 0.116 -0.243 0.224 -0.676
C 0.53669 3.28747 -1.95998 0.074 0.064 -0.390 0.739
Cl 0.32995 2.47087 -0.49067 -0.003 0.343 0.175 0.004
H 5.77961 3.18019 -3.25584 0.031 0.029 0.084 0.384
H 4.72273 3.13702 -1.83144 0.062 0.043 0.015 0.334
H 4.22875 3.98369 -3.31016 -0.025 0.065 0.141 0.302
H 3.88696 1.95773 -4.52459 0.140 -0.282 -0.072 0.356
H 4.82010 0.98969 -3.38699 -0.171 -0.161 0.084 0.463
H 1.72030 -0.83706 -2.78564 0.109 -0.058 -0.063 0.348
H 2.18440 -0.13503 -4.37427 0.080 -0.097 0.038 0.478
H 0.69806 0.34877 -3.57051 -0.024 -0.127 0.098 0.294
H 2.32755 3.28903 -4.81681 -0.041 0.111 -0.076 0.412
H 0.93616 5.11247 -5.18109 -0.024 -0.012 -0.012 0.295
H -0.74424 5.87339 -3.72915 0.118 0.008 -0.113 0.395
H -1.06526 4.67804 -1.56712 0.032 0.046 -0.027 0.466
C -4.80009 -0.11712 1.29152 0.064 -0.008 0.059 -0.823
O -3.98445 -1.26684 1.39833 -0.057 0.088 -0.124 -0.175
C -4.58542 -2.46045 0.90026 0.051 -0.180 0.130 -0.882
C -3.89524 -2.94032 -0.35794 0.059 0.174 -0.086 -0.162
N -4.14020 -2.02648 -1.46684 0.135 -0.028 0.098 -0.284
C -3.35207 -2.27662 -2.66727 -0.153 0.131 0.002 -0.884
C -1.83506 -2.16776 -2.57112 0.071 -0.152 -0.192 -0.443
O -1.35632 -0.85471 -2.31479 -0.026 -0.009 0.124 -0.349
C -1.32262 -0.50097 -0.94047 0.012 0.088 -0.126 0.440
H -4.30729 0.68412 1.84160 0.015 -0.016 0.006 0.230
H -4.93060 0.20381 0.25161 -0.069 -0.020 0.002 0.354
H -5.78614 -0.28616 1.73244 -0.020 0.017 -0.013 0.331
H -5.65351 -2.30838 0.72371 0.007 0.036 -0.063 0.432
H -4.47744 -3.22706 1.67143 -0.010 0.028 0.024 0.373
H -4.27923 -3.93105 -0.61611 0.006 -0.003 -0.029 0.416
H -2.82528 -3.04356 -0.12880 -0.021 -0.106 0.061 0.148
H -3.95885 -1.08412 -1.14784 -0.041 0.036 -0.033 0.081
H -3.68801 -1.56131 -3.42256 0.024 -0.040 -0.046 0.382
H -3.59688 -3.27314 -3.04771 0.005 -0.024 0.040 0.419
H -1.42774 -2.45414 -3.54456 0.019 0.042 0.003 0.363
H -1.41256 -2.86451 -1.83806 -0.058 0.034 0.064 0.370
H -1.11204 -1.35941 -0.30017 -0.014 0.006 0.027 0.288
H -2.25814 -0.03308 -0.61860 -0.009 -0.078 0.091 0.229
H -0.52919 0.23246 -0.81082 -0.022 -0.275 -0.018 -0.822
C -0.96249 0.38059 2.81772 -0.022 -0.084 -0.032 -0.612
O 0.04952 -0.31790 2.11799 -0.042 0.080 0.012 -0.172
C 1.30932 0.33665 2.04351 0.070 -0.076 -0.277 -0.561
C 2.35778 -0.37606 2.86734 -0.112 -0.066 0.198 -0.337
N 2.09484 -0.22525 4.28969 -0.045 -0.086 -0.085 -0.310
C 2.92214 -1.05917 5.15776 -0.067 0.135 0.096 -0.705
C 2.79128 -2.57303 5.03909 0.171 -0.075 0.038 -0.476
O 1.54604 -3.08518 5.46790 -0.052 0.047 -0.036 -0.440
C 0.50917 -3.07252 4.50840 -0.031 -0.073 0.099 -0.494
H -1.89259 -0.16278 2.65492 0.005 -0.011 -0.012 0.018
H -0.76501 0.42776 3.89338 0.012 0.076 -0.005 0.384
H -1.07508 1.40335 2.43793 0.001 0.016 0.027 0.304
H 1.22892 1.38826 2.34165 -0.041 -0.027 0.107 0.437
H 1.61657 0.30328 0.99148 0.046 0.031 0.020 0.110
H 3.33921 0.05138 2.63941 0.014 -0.017 0.004 0.400
H 2.36587 -1.42778 2.54786 0.060 0.030 -0.101 0.193
H 1.12218 -0.44016 4.46747 0.004 0.008 0.017 0.095
H 2.67874 -0.79012 6.18790 0.041 -0.003 0.011 0.368
H 3.97093 -0.78789 5.00003 0.006 -0.017 -0.036 0.410
H 3.53695 -3.01357 5.70513 -0.011 -0.013 -0.001 0.363
H 3.02228 -2.93487 4.02889 -0.071 0.055 -0.036 0.329
H 0.89465 -3.21395 3.49427 0.001 0.034 -0.017 0.253
H -0.07412 -2.14700 4.54460 0.020 0.015 -0.080 0.140
H -0.16436 -3.89642 4.74311 0.016 -0.010 0.005 0.351